i | Density functional theory data (ωB97M-V/def2-TZVPD) for a 2-piece molecular cluster, C5H16N2O overall.

```
24
Properties=species:S:1:pos:R:3
C -1.25 -0.77 1.63
C 0.10 -0.58 1.01
C 1.21 -0.45 2.06
N 0.30 0.58 0.11
C -0.94 1.04 -0.62
C -1.37 0.11 -1.79
N -0.52 0.29 -2.95
H -1.56 0.05 2.29
H -2.05 -0.79 0.89
H -1.31 -1.71 2.16
H 0.32 -1.43 0.32
H 2.22 -0.55 1.62
H 1.15 0.53 2.55
H 1.11 -1.09 2.91
H 0.53 1.46 0.58
H -1.88 0.89 0.00
H -0.77 2.07 -0.92
H -2.38 0.47 -2.07
H -1.54 -0.88 -1.38
H 0.20 0.98 -2.80
H -0.09 -0.62 -3.16
O 2.99 0.31 -1.11
H 2.11 -0.12 -1.08
H 3.41 0.23 -0.25
```

HOMO, hartree: -0.3318
Orbital gap, eV: 9.89
SMILES: CC(C)NCCN.O
Molecular weight, g/mol: 120.20

***

ii | Density functional theory data (ωB97M-V/def2-TZVPD) for a 2-piece molecular cluster, C5H16N2O overall.

```
24
Properties=species:S:1:pos:R:3
C 0.21 -3.14 -0.11
C 0.23 -1.60 -0.09
N 0.68 -1.02 -1.35
C -1.12 -1.01 0.40
N -0.88 0.12 1.32
C -0.86 1.36 0.56
C -1.91 0.21 2.37
H -0.81 -3.53 -0.17
H 0.82 -3.49 -0.93
H 0.56 -3.52 0.85
H 0.98 -1.35 0.63
H 1.07 -1.63 -2.05
H 1.33 -0.26 -1.25
H -1.59 -0.66 -0.53
H -1.72 -1.77 0.89
H -0.78 2.23 1.21
H -0.03 1.44 -0.13
H -1.79 1.52 0.01
H -2.45 1.16 2.47
H -1.42 0.04 3.33
H -2.71 -0.51 2.20
O 3.19 4.31 -2.55
H 3.72 4.13 -1.80
H 2.38 3.82 -2.41
```

HOMO, hartree: -0.3133
Orbital gap, eV: 9.09
SMILES: C[C@@H](N)CN(C)C.O
Molecular weight, g/mol: 120.20

***

Stability check: which of them is most stable? i.

***

i | Density functional theory data (ωB97M-V/def2-TZVPD) for a 2-piece molecular cluster, C5H16N2O overall.

```
24
Properties=species:S:1:pos:R:3
C 2.46 -0.49 -1.79
N 1.26 -1.46 -1.72
C -0.01 -0.78 -1.30
C -0.45 -1.29 0.07
C 0.23 -0.50 1.28
C -0.25 0.96 1.44
N -1.31 1.18 2.53
H 3.32 -1.10 -2.27
H 2.18 0.23 -2.60
H 2.72 -0.04 -0.79
H 1.33 -2.27 -1.14
H -0.75 -0.90 -2.15
H 0.23 0.29 -1.28
H -0.14 -2.40 0.17
H -1.59 -1.28 0.11
H 1.34 -0.37 1.09
H 0.21 -1.11 2.26
H 0.62 1.65 1.77
H -0.80 1.32 0.46
H -1.02 2.00 3.18
H -2.31 1.30 2.25
O -2.52 1.92 -0.89
H -1.67 1.54 -0.49
H -3.09 1.59 -0.20
```

HOMO, hartree: -0.3183
Orbital gap, eV: 9.41
SMILES: CNCCCCN.O
Molecular weight, g/mol: 120.20

***

ii | Density functional theory data (ωB97M-V/def2-TZVPD) for a 2-piece molecular cluster, C5H16N2O overall.

```
24
Properties=species:S:1:pos:R:3
C 1.48 -2.53 -1.57
N 0.34 -1.94 -0.88
C -0.34 -0.88 -1.61
C 0.04 0.56 -1.21
N -0.63 1.14 -0.06
C -0.08 0.79 1.23
C -2.07 1.20 -0.10
H 1.08 -3.17 -2.36
H 2.20 -1.83 -2.00
H 1.91 -3.22 -0.87
H 0.60 -1.64 0.05
H -0.25 -0.93 -2.69
H -1.41 -1.02 -1.40
H -0.23 1.17 -2.08
H 1.12 0.72 -1.07
H -0.73 0.13 1.81
H 0.12 1.71 1.75
H 0.93 0.39 1.11
H -2.45 2.12 0.34
H -2.37 1.18 -1.14
H -2.61 0.40 0.42
O 0.86 1.90 4.37
H 1.53 2.57 4.23
H 0.94 1.19 3.73
```

HOMO, hartree: -0.2911
Orbital gap, eV: 8.71
SMILES: CNCCN(C)C.O
Molecular weight, g/mol: 120.20

***

iii | Density functional theory data (ωB97M-V/def2-TZVPD) for a 2-piece molecular cluster, C5H16N2O overall.

```
24
Properties=species:S:1:pos:R:3
C 0.73 -1.93 -0.70
C -0.16 -2.09 0.61
N -0.27 -0.88 1.40
C 0.73 -0.69 2.44
C -0.82 0.25 0.70
C 0.19 1.06 -0.06
N -0.12 2.50 -0.39
H 0.09 -1.50 -1.54
H 1.36 -2.75 -1.01
H 1.55 -1.21 -0.59
H -1.16 -2.41 0.13
H 0.11 -2.92 1.35
H 1.01 -1.51 3.03
H 1.61 -0.31 2.05
H 0.25 0.21 3.04
H -1.37 1.01 1.49
H -1.47 -0.13 -0.15
H 0.25 0.50 -1.00
H 0.98 1.20 0.61
H 0.16 2.92 0.39
H -1.09 2.59 -0.50
O -0.39 1.39 -3.32
H -0.07 1.86 -2.68
H -0.40 0.44 -3.00
```

HOMO, hartree: -0.3017
Orbital gap, eV: 9.00
SMILES: CCN(C)CCN.O
Molecular weight, g/mol: 120.20

***

Stability check: which of them is most stable? ii.

***

i | Density functional theory data (ωB97M-V/def2-TZVPD) for a 2-piece molecular cluster, C5H16N2O overall.

```
24
Properties=species:S:1:pos:R:3
C 1.34 2.33 0.38
C 0.05 1.51 0.20
N 0.22 0.21 -0.51
C -1.09 -0.39 -0.61
C -2.01 -0.32 -1.91
C -0.94 -1.85 -0.21
N -0.36 -2.10 1.17
H 1.94 2.16 -0.53
H 2.08 1.87 1.07
H 1.17 3.37 0.48
H -0.37 1.19 1.15
H -0.61 2.09 -0.54
H 0.83 0.40 -1.30
H -1.90 0.04 0.23
H -1.59 -1.14 -2.65
H -3.15 -0.57 -1.77
H -1.83 0.61 -2.40
H -1.91 -2.38 -0.22
H -0.20 -2.36 -0.67
H 0.51 -1.71 1.28
H -0.69 -1.61 1.91
O 3.23 -0.57 1.74
H 2.56 -0.16 1.13
H 2.73 -0.62 2.58
```

HOMO, hartree: -0.3329
Orbital gap, eV: 9.85
SMILES: CCN[C@@H](C)CN.O
Molecular weight, g/mol: 120.20

***

ii | Density functional theory data (ωB97M-V/def2-TZVPD) for C5H16N2O as an isolated structure.

```
24
Properties=species:S:1:pos:R:3
C -1.47 0.28 -1.64
C -2.18 -0.70 0.44
C -0.29 0.73 -2.49
N -1.05 -0.20 -0.33
O -0.48 0.90 0.40
H 0.71 0.70 0.31
H -1.98 -0.56 -2.13
H -2.19 1.11 -1.53
H -2.62 -1.55 -0.10
H -2.95 0.07 0.59
H -1.84 -1.05 1.41
H 0.46 -0.06 -2.56
H 0.17 1.61 -2.06
H -0.63 0.97 -3.50
C 1.43 -0.96 1.65
C 2.22 0.27 0.32
N 0.69 -0.31 2.59
H 1.21 0.25 3.25
H -0.08 0.21 2.13
H 2.33 -1.43 2.02
H 0.82 -1.52 0.95
H 2.78 0.92 0.98
H 2.93 -0.47 -0.05
H 2.03 0.79 -0.63
```

HOMO, hartree: -0.3012
Orbital gap, eV: 9.22
Molecular weight, g/mol: 120.20

***

Stability check: which of them is most stable? i.

***

i | Density functional theory data (ωB97M-V/def2-TZVPD) for a 2-piece molecular cluster, C5H16N2O overall.

```
24
Properties=species:S:1:pos:R:3
C -0.90 -1.28 -2.82
C -1.41 -0.35 -1.67
N -0.25 0.17 -0.90
C -0.30 -0.25 0.52
C 1.12 -0.24 1.09
C 1.16 -1.28 2.23
N 1.33 1.11 1.67
H -1.35 -2.26 -2.97
H -1.08 -0.83 -3.81
H 0.18 -1.36 -2.67
H -1.87 0.48 -2.22
H -2.14 -0.83 -1.05
H -0.35 1.18 -0.98
H -0.76 -1.24 0.56
H -1.03 0.34 1.09
H 1.87 -0.43 0.33
H 0.87 -2.29 1.91
H 0.56 -0.96 3.08
H 2.18 -1.40 2.62
H 0.75 1.35 2.45
H 2.31 1.22 1.89
O -0.62 3.11 -0.27
H -0.51 2.72 0.60
H 0.24 3.33 -0.66
```

HOMO, hartree: -0.3170
Orbital gap, eV: 9.59
SMILES: CCNC[C@H](C)N.O
Molecular weight, g/mol: 120.20

***

ii | Density functional theory data (ωB97M-V/def2-TZVPD) for a 2-piece molecular cluster, C5H16N2O overall.

```
24
Properties=species:S:1:pos:R:3
C -0.15 -1.96 -0.91
C 0.17 -0.56 -1.31
N -1.09 0.20 -1.79
C -0.93 1.67 -1.83
H 0.25 -2.71 -1.59
H 0.54 -2.05 0.37
H -1.21 -2.16 -0.70
H 0.49 0.03 -0.45
H 0.90 -0.44 -2.11
H -1.84 -0.06 -1.16
H -1.32 -0.21 -2.70
H -0.50 2.01 -0.89
H -1.88 2.17 -2.00
H -0.20 1.91 -2.61
C 0.30 -0.88 2.07
O 0.87 -2.00 1.49
C 1.21 0.38 1.95
N 0.42 1.57 1.57
H -0.64 -0.62 1.54
H 0.13 -1.09 3.13
H 1.74 0.52 2.90
H 1.96 0.15 1.20
H -0.23 1.76 2.32
H 1.02 2.38 1.52
```

HOMO, hartree: -0.2330
Orbital gap, eV: 6.57
Molecular weight, g/mol: 120.20

***

Stability check: which of them is most stable? i.

***

i | Density functional theory data (ωB97M-V/def2-TZVPD) for a 2-piece molecular cluster, C2H6NO overall.

```
10
Properties=species:S:1:pos:R:3
C -1.28 -0.26 0.30
C -0.21 0.20 -0.48
N 1.08 0.41 0.19
O -1.16 1.07 -0.04
H -2.71 -1.15 -0.57
H -1.22 -0.58 1.32
H -0.13 0.03 -1.47
H 0.78 0.61 1.25
H 1.37 1.26 -0.13
H 1.74 -0.32 0.05
```

Total charge: +1
HOMO, hartree: -0.5406
Orbital gap, eV: 10.28
Molecular weight, g/mol: 60.08

***

ii | Density functional theory data (ωB97M-V/def2-TZVPD) for an isolated ion of composition C2H6NO and charge +1.

```
10
Properties=species:S:1:pos:R:3
O 0.64 0.90 1.25
C 0.64 -0.05 0.25
C -0.61 -0.96 -0.11
N -0.41 0.40 -0.68
H 1.52 0.85 1.62
H 1.59 -0.22 -0.07
H -0.45 -1.60 -0.85
H -1.46 -0.97 0.57
H -0.42 0.53 -1.70
H -1.04 1.11 -0.28
```

Total charge: +1
HOMO, hartree: -0.5978
Orbital gap, eV: 12.69
SMILES: O[C@H]1C[NH2+]1
Molecular weight, g/mol: 60.08

***

iii | Density functional theory data (ωB97M-V/def2-TZVPD) for a 2-piece molecular cluster, C2H6NO overall.

```
10
Properties=species:S:1:pos:R:3
O 0.49 -0.09 -0.98
C 1.13 -0.42 -0.01
C 2.01 0.51 0.63
N -2.41 -0.02 -0.26
H 1.18 -1.46 0.32
H 1.98 1.57 0.41
H 2.82 0.19 1.29
H -1.43 -0.20 -0.37
H -2.74 0.71 -0.85
H -3.03 -0.79 -0.17
```

Total charge: +1
HOMO, hartree: -0.5097
Orbital gap, eV: 3.95
Molecular weight, g/mol: 60.08

***

Stability check: which of them is most stable? ii.

***

i | Density functional theory data (ωB97M-V/def2-TZVPD) for a 2-piece molecular cluster, C5H14O overall.

```
20
Properties=species:S:1:pos:R:3
C -2.10 1.31 1.58
C -1.40 1.25 0.16
C -1.22 -0.21 -0.36
C -0.09 -1.05 0.19
C -0.44 -2.56 0.29
H -1.51 1.84 2.34
H -3.11 1.69 1.68
H -2.02 0.26 1.89
H -1.89 2.01 -0.43
H -0.38 1.57 0.40
H -1.04 -0.13 -1.43
H -2.21 -0.58 -0.09
H 0.24 -0.74 1.18
H 0.77 -0.99 -0.48
H -0.92 -2.96 1.19
H 0.24 -3.26 -0.20
H -1.32 -2.68 -0.40
O 4.36 1.16 -1.75
H 4.46 1.52 -0.86
H 5.21 0.75 -1.92
```

HOMO, hartree: -0.3929
Orbital gap, eV: 11.58
SMILES: CCCCC.O
Molecular weight, g/mol: 90.17

***

ii | Density functional theory data (ωB97M-V/def2-TZVPD) for a 2-piece molecular cluster, C5H14O overall.

```
20
Properties=species:S:1:pos:R:3
C 0.56 -1.76 0.81
C 0.08 -0.40 0.29
C 1.13 0.63 -0.13
C 0.41 1.90 -0.62
C 1.95 0.04 -1.31
H 1.04 -2.30 0.00
H 1.32 -1.71 1.59
H -0.32 -2.28 1.19
H -0.63 -0.65 -0.50
H -0.48 0.10 1.10
H 1.82 0.74 0.70
H 0.69 2.81 -0.09
H -0.63 1.89 -0.26
H 0.45 1.97 -1.70
H 2.74 -0.67 -1.08
H 2.30 0.83 -1.97
H 1.27 -0.50 -1.98
O -4.43 0.05 1.56
H -5.23 -0.45 1.71
H -4.03 -0.24 0.72
```

HOMO, hartree: -0.3994
Orbital gap, eV: 11.69
SMILES: CCC(C)C.O
Molecular weight, g/mol: 90.17

***

Stability check: which of them is most stable? ii.

***

i | Density functional theory data (ωB97M-V/def2-TZVPD) for a 2-piece molecular cluster, C5H14O overall.

```
20
Properties=species:S:1:pos:R:3
C 0.01 -0.68 2.15
C 0.68 -1.38 0.92
C 1.29 -0.42 -0.07
C 0.32 0.46 -0.93
C -0.45 -0.25 -2.01
H -0.15 -1.49 2.84
H -0.97 -0.21 1.93
H 0.65 0.07 2.53
H -0.02 -2.09 0.48
H 1.50 -1.98 1.34
H 2.04 0.24 0.46
H 2.11 -0.90 -0.63
H -0.47 0.60 -0.08
H 0.82 1.32 -1.32
H -0.29 0.15 -3.04
H -0.26 -1.33 -2.19
H -1.50 -0.40 -1.80
O -1.99 2.77 0.18
H -2.15 2.28 -0.65
H -1.18 3.24 -0.11
```

HOMO, hartree: -0.3858
Orbital gap, eV: 11.40
SMILES: CCCCC.O
Molecular weight, g/mol: 90.17

***

ii | Density functional theory data (ωB97M-V/def2-TZVPD) for a 2-piece molecular cluster, C5H14O overall.

```
20
Properties=species:S:1:pos:R:3
C -1.31 -0.52 -1.59
C -1.76 0.93 -1.58
C -0.56 1.66 -1.05
H -0.70 -0.63 -2.51
H -2.22 -1.04 -1.30
H -0.60 -0.91 -0.78
H -2.03 1.35 -2.66
H -2.66 1.37 -1.11
H -0.69 2.81 -0.74
H -0.07 1.28 -0.19
H 0.27 1.84 -1.77
C 0.68 -1.36 2.43
C 1.69 -0.91 1.17
O 1.84 0.44 1.42
H -0.35 -1.19 2.24
H 1.16 -0.72 3.15
H 0.71 -2.45 2.67
H 2.68 -1.46 1.46
H 1.47 -1.25 0.20
H 2.47 0.75 0.53
```

HOMO, hartree: -0.3716
Orbital gap, eV: 10.86
SMILES: CCC.CCO
Molecular weight, g/mol: 90.17

***

iii | Density functional theory data (ωB97M-V/def2-TZVPD) for a 2-piece molecular cluster, C5H14O overall.

```
20
Properties=species:S:1:pos:R:3
C -0.79 -1.42 1.23
C 0.21 -0.33 1.60
C 0.15 0.94 0.62
C -1.05 1.04 -0.32
C 1.43 0.97 -0.22
H -1.71 -1.56 1.82
H -1.21 -1.26 0.25
H -0.40 -2.46 1.25
H -0.12 0.15 2.53
H 1.20 -0.78 1.68
H 0.00 1.74 1.35
H -1.08 0.24 -1.09
H -1.17 1.99 -0.84
H -1.94 0.81 0.29
H 2.04 0.08 -0.05
H 2.06 1.85 -0.09
H 1.22 0.98 -1.27
O 0.45 -0.98 -3.25
H 0.42 -1.81 -2.79
H 0.29 -0.22 -2.72
```

HOMO, hartree: -0.4011
Orbital gap, eV: 11.79
SMILES: CCC(C)C.O
Molecular weight, g/mol: 90.17

***

Stability check: which of them is most stable? iii.

***

i | Density functional theory data (ωB97M-V/def2-TZVPD) for a 2-piece molecular cluster, C5H14O overall.

```
20
Properties=species:S:1:pos:R:3
C 2.49 0.06 1.03
C 1.26 0.23 0.03
C 0.06 0.07 0.99
C -1.01 1.12 0.84
C -2.14 0.77 -0.13
H 2.48 -0.79 1.65
H 3.33 -0.20 0.40
H 2.71 0.93 1.68
H 1.18 1.07 -0.52
H 1.31 -0.57 -0.62
H -0.34 -0.94 0.73
H 0.37 0.17 2.00
H -1.55 1.16 1.79
H -0.46 1.97 0.54
H -2.86 1.57 -0.11
H -1.53 0.58 -1.08
H -2.68 -0.30 -0.01
O -0.56 -2.54 -3.11
H -0.81 -1.80 -3.64
H -1.24 -2.55 -2.46
```

HOMO, hartree: -0.3858
Orbital gap, eV: 11.30
SMILES: CCCCC.O
Molecular weight, g/mol: 90.17

***

ii | Density functional theory data (ωB97M-V/def2-TZVPD) for a 2-piece molecular cluster, C5H14O overall.

```
20
Properties=species:S:1:pos:R:3
C -1.38 -1.03 -0.88
C 0.03 -0.49 -0.79
C 0.88 -0.96 -1.98
C -0.08 1.04 -0.71
C 0.68 -0.94 0.55
H -1.78 -0.61 -1.81
H -2.04 -0.74 -0.04
H -1.38 -2.13 -0.96
H 0.93 -2.06 -1.96
H 1.91 -0.57 -2.02
H 0.35 -0.65 -2.90
H -0.62 1.49 0.14
H -0.63 1.29 -1.64
H 0.92 1.49 -0.77
H -0.03 -0.77 1.37
H 1.63 -0.42 0.78
H 0.88 -2.02 0.47
O -0.25 2.33 4.34
H -0.49 3.02 5.00
H 0.46 2.73 3.80
```

HOMO, hartree: -0.3930
Orbital gap, eV: 11.42
SMILES: CC(C)(C)C.O
Molecular weight, g/mol: 90.17

***

Stability check: which of them is most stable? ii.